# 1
Below is one molecule with the formula C2H4N2S2, with properties calculated with ωB97M-V/def2-TZVPD.

```
! RIJCOSX wB97M-V def2-TZVPD def2/J DEFGRID3
* xyz 0 1
C 0.4844 -1.3734 -0.8253
C 1.0162 -0.1986 -0.3855
N -0.7608 -1.4534 -1.2104
N -0.4022 1.4896 1.4230
S -0.0525 1.1404 -0.2813
S -1.6106 -0.1063 -1.2428
H 0.9562 -2.4009 -0.7197
H 2.1215 -0.0697 -0.0902
H -0.8915 2.2951 1.5894
H -0.8607 0.6772 1.7428
*
```

Results
HOMO-LUMO gap: 7.74 eV
HOMO: -7.64 eV
DFT total energy: -26786.9410 eV
M: 120.20 g/mol

---

# 2
Below is one molecule with the formula C2H4N2S2, with properties calculated with ωB97M-V/def2-TZVPD.

```
! RIJCOSX wB97M-V def2-TZVPD def2/J DEFGRID3
* xyz 0 1
C -1.4072 0.1090 -3.1113
N -1.1592 -0.3207 -1.8499
S 0.2177 0.2790 -0.9608
C -0.6780 -0.2847 0.6636
N -0.3074 -0.2365 1.8714
S 1.3861 0.0216 2.2327
H -0.6676 0.8844 -3.5833
H -2.2804 -0.5246 -3.4164
H -1.6421 -0.6593 0.3075
H 1.7067 0.4448 0.8777
*
```

Results
HOMO-LUMO gap: 9.27 eV
SMILES: C=NS/C=N\S
HOMO: -8.94 eV
DFT total energy: -26786.3333 eV
M: 120.20 g/mol

---

Relative energy (zero: lowest compared OMol25 entry of this formula, charge and spin), respectively: 3.074 3.681 eV.
F_max, respectively: 4.19 5.17 eV/Å.